# C8H19BCl10F

A cluster of 6 separate species, C8H19BCl10F in total (the ωB97M-V functional and the def2-TZVPD basis, the OMol25 dataset).

Summary:
HOMO-LUMO gap = 6.6 eV
Net charge = -1
E = -5042.837432 Ha

Element x y z (Å)
B (3.24841, -1.40331, -2.65382)
C (2.05370, -2.50590, -2.71674)
F (2.46317, -3.71934, -2.03847)
C (0.78986, -2.03688, -2.01287)
C (-0.25723, -1.39617, -2.93043)
H (2.97787, -0.40946, -3.33347)
H (4.27881, -1.92058, -3.09601)
H (3.42619, -1.10167, -1.48419)
H (1.84312, -2.82553, -3.74769)
H (0.32125, -2.91088, -1.53044)
H (1.04671, -1.33899, -1.20887)
H (-0.90724, -0.77051, -2.30615)
H (0.18359, -0.74601, -3.69123)
H (-0.89233, -2.15813, -3.39822)
C (-1.02673, -0.56904, 1.25505)
Cl (-2.14702, -0.63327, -0.12288)
Cl (0.30423, 0.56195, 0.98960)
H (-1.57839, -0.24520, 2.13126)
H (-0.61486, -1.56225, 1.39416)
C (5.46527, 1.64900, -0.43420)
Cl (6.12408, 0.33824, -1.42616)
Cl (3.74761, 1.46103, -0.07621)
H (6.00928, 1.67582, 0.50277)
H (5.59499, 2.57872, -0.97605)
C (1.22256, 4.40610, 1.39743)
Cl (1.59324, 4.92465, -0.24708)
Cl (2.41995, 4.98172, 2.56914)
H (0.25564, 4.80736, 1.67590)
H (1.21297, 3.32260, 1.42056)
C (-4.17553, -0.10152, 4.51721)
Cl (-4.95836, -1.64617, 4.86964)
Cl (-2.41479, -0.25699, 4.40623)
H (-4.54035, 0.26087, 3.56298)
H (-4.40897, 0.59472, 5.31365)
C (-5.63458, -0.32053, 0.58724)
Cl (-5.45814, 1.25544, 1.37903)
Cl (-7.11336, -1.14839, 1.09225)
H (-5.67360, -0.15850, -0.48293)
H (-4.78100, -0.93301, 0.85001)

Forces on atoms 1 to 3 (eV/Å):
B 0.26 -0.43 -0.20
C 0.37 0.44 0.15
F -0.10 0.02 -0.08

Results of the Mulliken charge analysis, in e, for atoms 1 through 8: B 0.24; C -0.25; F -0.40; C 0.24; C -0.91; H -0.24; H -0.23; H -0.26

---

# CH3ClI2Si

A cluster of 2 separate species, CH3ClI2Si in total at a distorted geometry (the ωB97M-V functional and the def2-TZVPD basis, the OMol25 dataset).

Summary:
HOMO-LUMO gap (alpha / beta) = 6.5 / 8.0 eV
Net charge = 0
E = -1384.911666 Ha
Relative energy (zero: lowest compared OMol25 entry of this formula, charge and spin) = 501.3 kJ/mol

Element x y z (Å)
C (0.27307, -1.49468, 0.82054)
Si (1.03613, -0.55575, -2.27493)
Cl (0.18034, 0.01206, 1.62636)
I (2.48450, 1.33240, -1.48717)
I (-0.65847, 0.58319, -3.77767)
H (1.29789, -1.82240, 0.58385)
H (-0.46657, -2.05719, 0.48633)
H (2.04156, -1.26166, -3.19728)

Forces on atoms 1 to 3 (eV/Å):
C 4.92 2.64 0.48
Si 0.45 0.91 -0.57
Cl -0.38 -0.86 -0.40

The molecule's Mulliken atomic charges, reported in e, are given here: C -0.74; Si 0.09; Cl -0.06; I -0.04; I -0.07; H 0.37; H 0.47; H -0.02

---

# C2H2CdFO2

A structure of composition C2H2CdFO2 at a distorted geometry (the ωB97M-V functional and the def2-TZVPD basis, the OMol25 dataset).

Summary:
HOMO-LUMO gap = 7.8 eV
Net charge = +1
E = -495.123565 Ha
Relative energy (zero: lowest compared OMol25 entry of this formula, charge and spin) = 0.0 kJ/mol

Element x y z (Å)
H (-0.71380, -0.30550, 1.32085)
O (0.34467, 1.41346, -0.66232)
C (-0.49769, 0.62864, -0.23925)
C (-0.11327, -0.69248, 0.37392)
O (1.22356, -0.82787, 0.44118)
F (-1.73868, 0.73158, -0.67331)
H (-0.67589, -1.50464, -0.12797)
Cd (2.17110, 0.55680, -0.43309)

Forces on atoms 1 to 3 (eV/Å):
H 1.15 -1.82 -0.07
O -2.48 1.70 0.36
C 0.02 -1.58 -3.70

The molecule's Mulliken atomic charges, reported in e, are given here: H 0.28; O -0.54; C 0.60; C 0.09; O -0.85; F -0.14; H 0.40; Cd 1.16

---

# C22H28N4O7S

The molecule C22H28N4O7S at a distorted geometry (the ωB97M-V functional and the def2-TZVPD basis, the OMol25 dataset).

Summary:
SMILES string = CCN(CC)S(=O)(=O)c1ccc(N2CCOCC2)c(NC(=O)c2ccc(OC)c([N+](=O)[O-])c2)c1
HOMO-LUMO gap = 8.0 eV
Net charge = 0
E = -1998.900031 Ha
Relative energy (zero: lowest compared OMol25 entry of this formula, charge and spin) = 0.0 kJ/mol

Element x y z (Å)
C (2.48994, -4.16577, 1.27600)
C (0.99170, -4.27910, 1.01379)
N (0.59931, -3.53470, -0.16639)
C (0.75673, -4.19913, -1.44755)
C (1.01294, -3.18774, -2.55584)
S (-0.77536, -2.59068, -0.06943)
O (-1.16252, -2.47520, 1.31462)
O (-1.78307, -3.04009, -0.98929)
C (-0.21606, -0.97393, -0.56921)
C (1.01896, -0.49499, -0.17877)
C (1.36183, 0.81374, -0.44919)
C (0.45627, 1.70145, -1.05194)
N (0.72921, 3.04236, -1.20047)
C (1.75921, 3.69495, -0.41533)
C (3.07610, 3.79622, -1.19181)
O (2.87218, 4.46135, -2.42189)
C (1.90555, 3.80086, -3.20122)
C (0.55198, 3.70597, -2.47569)
C (-0.82652, 1.20501, -1.38011)
N (-1.90601, 2.07398, -1.68531)
C (-2.95711, 2.24202, -0.82960)
O (-3.95370, 2.84892, -1.14546)
C (-2.71562, 1.59684, 0.50168)
C (-3.53241, 0.56161, 0.95123)
C (-3.20988, -0.15578, 2.08256)
C (-2.05400, 0.12888, 2.81961)
O (-1.64434, -0.55822, 3.88226)
C (-2.26618, -1.78961, 4.19055)
C (-1.26420, 1.21594, 2.38591)
N (-0.04050, 1.55803, 3.04197)
O (0.13395, 1.23254, 4.19284)
O (0.78485, 2.16694, 2.37620)
C (-1.60270, 1.93594, 1.24673)
C (-1.12609, -0.13326, -1.17661)
H (2.77079, -3.12701, 1.42621)
H (3.06300, -4.56197, 0.44113)
H (2.74611, -4.72736, 2.17022)
H (0.70353, -5.33422, 0.91770)
H (0.43569, -3.84585, 1.84608)
H (-0.14595, -4.77710, -1.68319)
H (1.60276, -4.88452, -1.36670)
H (0.13353, -2.56746, -2.70298)
H (1.23218, -3.70984, -3.48402)
H (1.85555, -2.55003, -2.29986)
H (1.70455, -1.15482, 0.32736)
H (2.33173, 1.17087, -0.14538)
H (1.88202, 3.18173, 0.53693)
H (1.40477, 4.71311, -0.21663)
H (3.80688, 4.39099, -0.64272)
H (3.49008, 2.79379, -1.38029)
H (1.80789, 4.38041, -4.12075)
H (2.25196, 2.78324, -3.44717)
H (-0.14010, 3.15401, -3.10762)
H (0.16325, 4.71434, -2.29819)
H (-2.01904, 2.47862, -2.60473)
H (-4.41841, 0.30724, 0.38951)
H (-3.84604, -0.97029, 2.38441)
H (-3.30206, -1.64424, 4.50986)
H (-2.21963, -2.46002, 3.32900)
H (-1.68883, -2.20085, 5.01631)
H (-0.96786, 2.75941, 0.95706)
H (-2.10280, -0.51753, -1.42640)

Forces on atoms 1 to 3 (eV/Å):
C -0.32 -0.05 -0.12
C 0.13 -0.07 0.62
N -0.89 0.67 0.12

Results of the Mulliken charge analysis, in e, for atoms 1 through 8: C -1.13; C -0.41; N 0.33; C -0.68; C -1.11; S 1.43; O -0.56; O -0.78

---

# C26H40IrN4SbSi3

A structure of composition C26H40IrN4SbSi3 (the ωB97M-V functional and the def2-TZVPD basis, the OMol25 dataset).

Summary:
HOMO-LUMO gap (alpha / beta) = 5.6 / 6.2 eV
Net charge = +2
E = -2446.375196 Ha
Relative energy (zero: lowest compared OMol25 entry of this formula, charge and spin) = 0.0 kJ/mol

Element x y z (Å)
Ir (-1.58694, -0.60742, 0.09928)
C (1.13564, 0.99739, 4.73855)
C (1.04900, -0.29467, 4.23666)
C (0.12793, -0.59855, 3.24582)
C (-0.72072, 0.39982, 2.79128)
C (-0.64665, 1.69657, 3.27898)
C (0.30066, 1.99252, 4.24849)
N (-1.74491, 0.03583, 1.84665)
C (-3.06572, -0.01041, 2.37483)
C (-3.43976, 0.40942, 3.64936)
C (-4.76824, 0.30175, 4.02863)
C (-5.73067, -0.23996, 3.17639)
C (-5.37252, -0.70425, 1.92184)
C (-4.04808, -0.58654, 1.54345)
N (-3.49584, -1.06697, 0.35106)
N (-4.16713, -1.68741, -0.50396)
C (-3.36537, -2.07590, -1.58036)
C (-3.93086, -2.83873, -2.58369)
C (-3.12097, -3.27865, -3.61726)
C (-1.77506, -2.93670, -3.61462)
C (-1.27598, -2.15424, -2.59353)
N (-2.04143, -1.71521, -1.58262)
H (1.85518, 1.22949, 5.51199)
H (1.69696, -1.07226, 4.61952)
H (0.03634, -1.60304, 2.85436)
H (-1.31695, 2.46063, 2.90433)
H (0.37403, 3.00179, 4.63093)
H (-2.71336, 0.80946, 4.33958)
H (-5.05996, 0.63677, 5.01460)
H (-6.75761, -0.31770, 3.50522)
H (-6.08961, -1.16068, 1.25408)
H (-4.98178, -3.08211, -2.52411)
H (-3.53251, -3.88531, -4.41246)
H (-1.11337, -3.26411, -4.40401)
H (-0.24007, -1.85200, -2.56746)
C (3.38780, 1.24049, 1.78499)
Si (2.42285, 1.99446, 0.38326)
C (1.44304, 3.49248, 0.89961)
C (3.59680, 2.40718, -1.00803)
Sb (0.85080, 0.19987, -0.66531)
Si (2.41825, -1.86758, -0.61774)
C (1.75101, -3.31614, -1.58957)
C (2.45694, -2.33703, 1.19149)
C (4.08373, -1.33733, -1.25951)
Si (0.52192, 1.38049, -2.97735)
C (0.12720, 3.14496, -2.49700)
C (2.06149, 1.21278, -4.02681)
C (-0.94189, 0.69702, -3.92221)
H (4.11572, 1.99549, 2.09907)
H (3.94732, 0.35361, 1.48710)
H (2.77025, 0.99390, 2.64739)
H (2.04074, 4.07796, 1.60370)
H (0.51099, 3.22887, 1.39590)
H (1.21165, 4.12951, 0.04630)
H (4.36948, 3.07218, -0.61076)
H (3.11046, 2.93066, -1.82972)
H (4.09902, 1.52634, -1.40951)
H (0.71971, -3.56377, -1.33479)
H (2.36194, -4.18184, -1.31602)
H (1.83644, -3.18965, -2.67055)
H (1.56762, -2.91931, 1.44438)
H (2.51339, -1.48084, 1.86230)
H (3.32756, -2.97084, 1.38181)
H (4.02578, -0.88513, -2.25025)
H (4.72862, -2.21704, -1.33535)
H (4.57119, -0.62828, -0.58905)
H (1.02821, 3.72250, -2.29129)
H (-0.52389, 3.20562, -1.62346)
H (-0.39086, 3.63141, -3.32735)
H (2.70884, 2.08566, -3.94262)
H (1.76467, 1.11941, -5.07408)
H (2.65861, 0.33552, -3.77703)
H (-1.86186, 0.63745, -3.33856)
H (-0.74781, -0.26806, -4.38955)
H (-1.11739, 1.40840, -4.73563)

Forces on atoms 1 to 3 (eV/Å):
Ir 0.08 0.16 -0.52
C -0.02 -0.02 0.02
C 0.00 0.00 0.02

Results of the Mulliken charge analysis, in e, for atoms 1 through 8: Ir 0.48; C -0.70; C -0.87; C 0.24; C -0.61; C -0.29; C -0.82; N 0.46

---

# C5H6O2

A cluster of 2 separate species, C5H6O2 in total at a distorted geometry (the ωB97M-V functional and the def2-TZVPD basis, the OMol25 dataset).

Summary:
SMILES string = C=C=C=O.C=CO
HOMO-LUMO gap = 8.4 eV
Net charge = 0
E = -344.477839 Ha
Relative energy (zero: lowest compared OMol25 entry of this formula, charge and spin) = 325.8 kJ/mol

Element x y z (Å)
C (1.71504, 1.07890, -0.47347)
C (1.77116, -0.18452, -0.87682)
C (1.06198, -1.27134, -0.92587)
O (0.54843, -2.32152, -1.06298)
H (0.82591, 1.44579, 0.05375)
H (2.51662, 1.79249, -0.64296)
C (-1.14858, 0.86790, 0.97674)
C (-1.13804, -0.42096, 0.64634)
O (-1.80407, -0.87756, -0.44508)
H (-1.64501, 1.58671, 0.33076)
H (-0.64242, 1.21982, 1.86852)
H (-0.60055, -1.16639, 1.23402)
H (-1.46046, -1.74933, -0.68294)

Forces on atoms 1 to 3 (eV/Å):
C -0.08 -0.16 -0.05
C -0.12 0.15 0.04
C -0.25 -0.56 -0.07

Results of the Mulliken charge analysis, in e, for atoms 1 through 8: C -0.50; C -0.36; C 0.97; O -0.48; H 0.11; H 0.26; C -0.97; C 0.00

---

Question: Among the records above, which one has the highest E?
Answer: C5H6O2

---

Question: Which value of E does entry 1 give?
Answer: -5042.837432 Ha

---

Question: Which of these has the lowest net charge?
Answer: C8H19BCl10F

---

Question: The lowest E belongs to which entry?
Answer: C8H19BCl10F